Record 1
The following is a quantum chemistry calculation of a molecular structure, C33H47BBr2N7OPtS3Si in a non-equilibrium geometry, from the OMol25 dataset.

Structure (ORCA input):
```
! RIJCOSX wB97M-V def2-TZVPD def2/J DEFGRID3
* xyz 1 1
Pt 1.27122 1.10412 0.68361
C -4.53679 3.52376 1.79830
C -3.19728 2.98117 2.30193
C -3.24945 2.66821 3.79974
C -2.13468 4.04975 2.07825
N -2.95928 1.66732 1.58521
C -3.89488 0.66712 1.76643
C -3.53642 -0.36962 0.99766
N -2.38104 -0.03527 0.31219
B -1.82010 -1.16029 -0.63887
N -0.37333 -1.62421 -0.26100
C -0.28382 -2.67677 0.63986
C 0.93385 -3.22930 0.53437
N 1.63188 -2.53186 -0.44130
C 0.80213 -1.55850 -0.90618
S 1.26592 -0.29814 -1.99802
C 2.86662 -3.13061 -1.08742
C 2.37683 -3.99813 -2.24744
C 3.57659 -3.99262 -0.04531
C 3.85381 -2.07574 -1.58177
N -2.05369 -1.04500 -2.19806
C -3.01333 -1.88167 -2.74585
C -3.16920 -1.56802 -4.04875
N -2.28104 -0.55519 -4.34717
C -1.60235 -0.24665 -3.21236
S -0.31745 0.87978 -3.06799
C -2.14007 0.07975 -5.70212
C -2.38846 1.58368 -5.58432
C -0.75806 -0.23328 -6.27650
C -3.19836 -0.51283 -6.62840
C -2.02888 1.23183 0.69006
S -0.69046 2.16100 0.09440
H -4.73574 4.48433 2.27338
H -5.36894 2.85729 2.02616
H -4.50100 3.67621 0.71829
H -3.38308 3.59647 4.35451
H -2.31292 2.20998 4.12496
H -4.07301 2.00439 4.06279
H -2.43119 4.91218 2.67811
H -2.07509 4.36195 1.03946
H -1.14993 3.72716 2.40366
H -4.73096 0.76778 2.43280
H -4.00970 -1.32693 0.87495
H -2.50614 -2.09915 -0.35754
H -1.10214 -2.93583 1.28824
H 1.36656 -4.04091 1.08882
H 1.67947 -4.76139 -1.89623
H 3.22686 -4.49532 -2.71537
H 1.87989 -3.38553 -3.00306
H 2.99659 -4.87256 0.23565
H 3.81411 -3.41534 0.84880
H 4.51061 -4.34729 -0.47822
H 3.49159 -1.55109 -2.45783
H 4.77466 -2.58649 -1.86536
H 4.08685 -1.34771 -0.80193
H -3.51053 -2.63506 -2.16284
H -3.83333 -1.99736 -4.77506
H -1.63098 2.07855 -4.98099
H -3.36894 1.77533 -5.14427
H -2.36638 2.02668 -6.57993
H 0.04002 0.20784 -5.68618
H -0.69762 0.16812 -7.28842
H -0.60273 -1.31278 -6.32455
H -4.20933 -0.33693 -6.25659
H -3.04973 -1.58180 -6.78902
H -3.11043 -0.01861 -7.59412
Br 5.96657 -0.79950 1.31652
C 4.41000 -1.26662 2.27384
C 4.49232 -2.22447 3.29593
C 3.38941 -2.57797 4.01772
Br 3.55197 -3.90265 5.36240
C 2.14668 -1.94929 3.77924
C 0.96825 -2.16614 4.52627
C -0.15557 -1.43778 4.24982
C -0.12567 -0.50408 3.20109
N 0.93626 -0.32454 2.45892
C 2.07533 -1.00239 2.73068
C 3.21371 -0.66500 1.91125
O 3.11602 0.15013 0.90137
H 5.44480 -2.69206 3.50570
H 0.97139 -2.89248 5.32848
H -1.05711 -1.56538 4.83425
H -0.99134 0.10687 2.96343
C 4.06838 2.92995 1.60996
Si 2.20734 3.01396 1.66859
C 1.62736 3.00172 3.45410
C 1.61953 4.57593 0.81620
H 4.47594 3.87023 1.99426
H 4.43261 2.78499 0.59176
H 4.45252 2.11162 2.22097
H 2.00696 3.89251 3.96553
H 2.00627 2.12362 3.98324
H 0.53857 3.00366 3.53658
H 1.91878 5.43829 1.42121
H 0.53643 4.60544 0.69389
H 2.07850 4.68142 -0.16943
*
```

Computed properties:
Energy (a.u.): -8520.43224
ΔE to the lowest compared entry with this formula, charge and spin (eV): 3.716
HOMO energy (eV): -8.6

Record 2
The following is a quantum chemistry calculation of 7 unconnected molecules or ions with the total composition C33H47Cl8N4O in a non-equilibrium geometry, from the OMol25 dataset.

Structure (ORCA input):
```
! RIJCOSX wB97M-V def2-TZVPD def2/J DEFGRID3
* xyz 3 1
C -22.78163 25.66325 8.45325
N -24.23078 25.70511 8.75054
C -25.09165 25.90964 7.73737
C -26.44494 26.00323 7.96739
C -26.91078 25.96573 9.28108
C -26.01108 25.72537 10.31364
C -24.66767 25.66041 10.02320
C -28.36102 26.18770 9.51855
C -29.33297 25.45649 8.86245
C -30.67190 25.69852 9.13662
N -31.02256 26.54338 10.11623
C -30.09467 27.33470 10.68676
C -28.75852 27.15569 10.44356
C -32.44730 26.80261 10.46502
H -22.62320 24.87590 7.71535
H -22.23245 25.28243 9.31093
H -22.41904 26.62810 8.11881
H -24.60214 26.01571 6.77813
H -27.07983 26.28159 7.13321
H -26.35457 25.58048 11.32740
H -23.91466 25.59343 10.79553
H -29.17188 24.61337 8.19422
H -31.43080 25.05971 8.68152
H -30.42131 28.10789 11.36859
H -28.03778 27.69166 11.04549
H -32.48995 26.91742 11.54325
H -33.00259 25.90383 10.21490
H -32.78650 27.63578 9.86237
C -29.60764 19.51460 17.30394
N -29.63023 19.45122 15.82310
C -30.79138 19.29887 15.17129
C -30.85335 19.39471 13.79860
C -29.68716 19.62587 13.07787
C -28.47598 19.68770 13.77957
C -28.48030 19.62423 15.14560
C -29.73416 19.85474 11.60972
C -28.84642 19.20799 10.74637
C -28.91960 19.44495 9.39697
N -29.82686 20.30960 8.91599
C -30.72276 20.90964 9.70093
C -30.67568 20.72213 11.06284
C -29.88043 20.61194 7.46414
H -30.05729 18.62959 17.74449
H -30.14533 20.40486 17.62454
H -28.57651 19.61050 17.62510
H -31.66317 19.14635 15.79391
H -31.82442 19.42058 13.32262
H -27.54972 19.84586 13.24585
H -27.58054 19.81140 15.71236
H -28.14232 18.48209 11.13116
H -28.25186 18.95270 8.70609
H -31.42129 21.58090 9.19588
H -31.35082 21.24131 11.72926
H -30.85688 20.30036 7.09974
H -29.07816 20.06901 6.97642
H -29.79309 21.69035 7.30706
C -31.56680 22.75047 5.88880
O -31.19355 23.30942 7.12982
H -32.55266 23.07076 5.49223
H -30.83130 23.10905 5.14037
H -31.46661 21.65237 5.93835
Cl -33.84347 20.06582 8.45239
C -34.67715 20.27547 6.88553
C -34.61726 19.03897 6.04506
Cl -35.33345 17.59480 6.82679
H -34.23561 21.11838 6.35715
H -35.65695 20.64021 7.18432
H -33.58017 18.72728 5.93478
H -35.07717 19.17949 5.07134
Cl -32.38219 27.52104 4.29931
C -31.70491 25.90594 4.67658
C -30.21617 25.95977 4.78822
Cl -29.59974 27.09017 6.03920
H -31.91763 25.23809 3.84228
H -32.21431 25.59397 5.57639
H -29.72276 26.18221 3.84612
H -29.85284 24.97524 5.08556
Cl -35.62390 22.90119 5.07680
C -34.99567 22.17631 3.53939
C -35.05589 23.18711 2.41484
Cl -36.71691 23.51341 1.89329
H -35.61201 21.29748 3.39110
H -33.94752 21.94534 3.72750
H -34.50717 22.76161 1.57381
H -34.59416 24.12686 2.70499
Cl -35.89151 25.07155 10.09617
C -35.83358 24.59719 8.37256
C -34.43999 24.72840 7.82994
Cl -34.00118 26.44607 7.64780
H -36.57877 25.18730 7.84597
H -36.15888 23.56006 8.27594
H -34.43267 24.31790 6.82888
H -33.73449 24.22181 8.48194
*
```

Computed properties:
Energy (a.u.): -5260.49748
HOMO energy (eV): -13.2

Record 3
The following is a quantum chemistry calculation of a molecular structure, C33H47N9O2P2S2SeW, from the OMol25 dataset.

Structure (ORCA input):
```
! RIJCOSX wB97M-V def2-TZVPD def2/J DEFGRID3
* xyz 2 1
W 0.68162 0.22728 -0.82081
O -0.14808 -2.15174 2.72207
S -0.86033 -1.36882 1.74591
O -1.39502 -2.04766 0.59830
N 0.14009 -0.16495 1.20214
C 0.67602 0.64397 2.23966
C 0.51521 0.53867 3.60671
C 1.11713 1.45794 4.49278
C 1.86961 2.50053 4.04717
C 2.06599 2.64707 2.65528
C 2.77867 3.71913 2.09854
C 2.88874 3.82567 0.73371
C 2.33376 2.82164 -0.05423
N 1.68747 1.77083 0.43140
C 1.49798 1.69727 1.77447
C -2.18282 -0.55016 2.59915
C -2.62409 0.70967 2.23638
C -3.68477 1.27608 2.92567
C -4.30750 0.57514 3.94928
C -3.86392 -0.69327 4.29612
C -2.78942 -1.26064 3.62719
H -0.06688 -0.24874 4.05016
H 0.95391 1.31748 5.55308
H 2.31651 3.21518 4.72584
H 3.21815 4.46174 2.75399
H 3.40179 4.65189 0.26253
H 2.39831 2.87774 -1.12749
H -2.14550 1.24308 1.43157
H -4.04261 2.25869 2.64364
H -5.14200 1.01670 4.47860
H -4.34624 -1.23959 5.09567
H -2.41983 -2.23812 3.91113
C 4.01174 -1.47180 -2.06813
P 3.27925 0.04033 -1.36388
C 4.30351 0.25442 0.12273
C 3.81559 1.23386 -2.63168
C 2.92347 0.99085 -3.84202
P 1.14901 0.66731 -3.39835
C 0.75292 -0.75239 -4.46136
C 0.34752 2.05792 -4.26694
H 5.05210 -1.24179 -2.30739
H 3.49632 -1.79113 -2.97148
H 3.98321 -2.29329 -1.35887
H 5.33643 0.00606 -0.12615
H 3.96440 -0.42397 0.90734
H 4.26880 1.27135 0.50423
H 4.86625 1.06395 -2.87577
H 3.75118 2.25651 -2.26926
H 3.27867 0.12997 -4.41062
H 2.95452 1.83886 -4.52631
H 1.03518 -0.52764 -5.49089
H -0.31492 -0.96163 -4.42458
H 1.28726 -1.63789 -4.11958
H 0.48552 1.92697 -5.34156
H 0.82448 2.99921 -3.99298
H -0.71398 2.09615 -4.03969
Se -1.47142 0.03644 -2.15813
C -3.04387 0.47163 -1.13524
C -3.83337 -0.54309 -0.60846
C -5.08400 -0.24086 -0.08887
C -5.54480 1.06514 -0.08304
C -4.75981 2.07972 -0.61635
C -3.51987 1.78132 -1.15872
H -3.48056 -1.56208 -0.61121
H -5.70086 -1.03570 0.31155
H -6.52265 1.29253 0.32186
H -5.12669 3.09774 -0.64395
H -2.94118 2.56287 -1.63787
N -2.37399 4.48236 1.16615
N -1.48434 4.01138 0.20815
N -1.08892 4.73269 -0.80799
C -0.37899 3.84823 -1.49548
N -0.36710 2.65060 -0.89954
N -1.08831 2.77643 0.19570
H -2.32436 5.49645 1.13095
H -2.04081 4.16205 2.07205
H 0.11306 4.10033 -2.41749
C 2.27483 -3.43889 1.33416
N 1.05134 -3.96948 0.73994
C 0.34530 -4.90206 1.62493
C 0.54262 -3.55116 -0.41689
S 1.21599 -2.12117 -1.23535
N -0.27531 -4.31864 -1.13288
C -0.22392 -5.78150 -1.13617
C -1.11962 -3.75741 -2.18244
H 2.91047 -4.27734 1.62183
H 2.02383 -2.85541 2.21923
H 2.80271 -2.82115 0.61926
H 0.39668 -4.48987 2.62897
H 0.80576 -5.89000 1.61281
H -0.69713 -4.96731 1.33540
H 0.67389 -6.13499 -0.64233
H -0.19522 -6.10380 -2.17705
H -1.10254 -6.21919 -0.66153
H -1.32350 -2.71214 -1.98011
H -2.06094 -4.30721 -2.18867
H -0.64277 -3.86936 -3.15957
*
```

Computed properties:
Energy (a.u.): -5876.10441
ΔE to the lowest compared entry with this formula, charge and spin (eV): 0.384
HOMO energy (eV): -12.6